No. 1
{"formula": "C22H35FN2O10S", "method": "ωB97M-V/def2-TZVPD", "elements": ["C", "C", "C", "C", "O", "N", "C", "C", "C", "N", "C", "C", "C", "C", "C", "C", "C", "O", "S", "O", "O", "F", "H", "H", "H", "H", "H", "H", "H", "H", "H", "H", "H", "H", "H", "H", "H", "H", "H", "H", "H", "H", "H", "H", "H", "C", "C", "C", "O", "C", "O", "O", "H", "H", "H", "H", "H", "H", "C", "C", "C", "O", "C", "O", "O", "H", "H", "H", "H", "H", "H"], "coordinates": [[-2.492, -3.507, 4.183], [-2.663, -4.064, 2.754], [-1.447, -4.854, 2.233], [-1.224, -4.701, 0.732], [0.192, -4.724, 0.449], [0.569, -3.756, -0.506], [1.921, -3.260, -0.184], [1.913, -2.059, 0.749], [1.258, -2.244, 2.134], [0.374, -1.168, 2.557], [-0.932, -1.122, 1.899], [-1.016, -0.112, 0.776], [-1.055, -0.503, -0.553], [-1.067, 0.428, -1.580], [-1.037, 1.784, -1.278], [-1.025, 2.194, 0.038], [-1.020, 1.254, 1.058], [-0.979, 1.687, 2.378], [0.521, -4.506, -2.017], [1.745, -5.117, -2.398], [-0.730, -5.155, -2.162], [0.440, -3.156, -2.814], [-1.490, -3.697, 4.568], [-2.628, -2.424, 4.192], [-3.224, -3.921, 4.874], [-3.545, -4.705, 2.731], [-2.884, -3.236, 2.076], [-1.624, -5.911, 2.438], [-0.548, -4.555, 2.772], [-1.648, -3.779, 0.332], [-1.678, -5.529, 0.185], [2.365, -2.947, -1.131], [2.526, -4.084, 0.199], [2.967, -1.802, 0.898], [1.464, -1.208, 0.232], [2.049, -2.315, 2.885], [0.700, -3.176, 2.187], [0.844, -0.279, 2.453], [-1.152, -2.104, 1.479], [-1.700, -0.886, 2.641], [-1.051, -1.566, -0.772], [-1.094, 0.087, -2.607], [-1.046, 2.523, -2.068], [-1.018, 3.248, 0.290], [-1.861, 1.611, 2.758], [-0.722, 4.378, -6.366], [-1.901, 4.820, -5.539], [-1.923, 6.288, -5.162], [-2.610, 6.274, -3.904], [-2.437, 5.054, -3.344], [-2.728, 4.770, -2.230], [-1.879, 4.203, -4.237], [-0.806, 3.325, -6.631], [-0.671, 4.961, -7.286], [0.205, 4.513, -5.808], [-2.841, 4.535, -6.018], [-2.461, 6.917, -5.866], [-0.917, 6.685, -5.006], [3.742, 3.802, 1.132], [3.541, 2.342, 1.436], [2.383, 2.022, 2.356], [2.833, 0.825, 3.015], [4.189, 0.824, 2.995], [4.872, 0.063, 3.596], [4.648, 1.808, 2.189], [4.561, 3.944, 0.428], [2.834, 4.218, 0.695], [3.982, 4.350, 2.044], [3.466, 1.761, 0.512], [1.448, 1.841, 1.834], [2.226, 2.795, 3.111]], "forces_ev_per_a": [[-0.021, 0.120, -0.176], [-0.100, 0.086, 0.106], [-0.387, -0.107, -0.035], [-0.067, -0.122, -0.136], [0.136, -0.115, 0.074], [-0.166, -0.195, -0.144], [0.062, 0.173, -0.034], [0.180, -0.033, 0.021], [0.104, 0.213, 0.117], [-0.123, -0.137, 0.022], [0.139, 0.244, -0.257], [0.005, 0.071, 0.275], [0.005, -0.133, -0.182], [0.036, 0.020, 0.032], [-0.023, -0.183, -0.454], [0.120, 0.148, 0.423], [-0.134, -0.039, -0.165], [0.020, 0.087, -0.054], [0.029, 0.176, 0.196], [-0.165, 0.028, -0.009], [0.094, 0.048, 0.002], [0.047, -0.099, -0.116], [-0.044, -0.054, 0.070], [0.021, -0.032, 0.028], [0.082, -0.088, 0.047], [-0.004, -0.002, -0.105], [0.033, -0.066, 0.012], [0.279, -0.001, 0.181], [0.001, -0.003, -0.053], [0.094, 0.062, 0.073], [-0.041, 0.061, -0.060], [0.034, -0.065, 0.013], [-0.083, -0.056, 0.031], [-0.033, 0.068, -0.049], [-0.107, -0.079, 0.007], [-0.017, -0.058, -0.008], [0.050, 0.055, -0.082], [-0.011, 0.002, 0.265], [-0.005, 0.059, 0.160], [-0.028, -0.114, 0.033], [-0.010, 0.043, -0.077], [0.003, 0.056, -0.036], [-0.042, -0.004, -0.006], [-0.059, -0.016, 0.019], [0.070, -0.031, 0.077], [0.063, -0.113, 0.120], [0.048, 0.016, -0.069], [-0.005, 0.023, 0.016], [0.036, 0.054, -0.030], [0.025, -0.024, -0.097], [0.011, -0.004, 0.114], [-0.039, -0.052, -0.022], [-0.021, 0.009, -0.010], [-0.015, 0.006, -0.015], [-0.001, 0.074, -0.013], [-0.013, 0.016, 0.003], [-0.073, 0.001, 0.057], [0.020, -0.016, -0.030], [0.164, 0.026, 0.070], [-0.014, 0.036, 0.004], [-0.053, 0.015, 0.056], [-0.061, 0.144, -0.107], [-0.029, 0.045, -0.092], [0.047, -0.083, 0.055], [0.034, -0.026, -0.063], [-0.015, -0.015, -0.013], [-0.015, -0.006, -0.014], [-0.073, -0.003, 0.022], [-0.029, -0.021, 0.006], [0.007, -0.127, 0.031], [0.026, 0.032, -0.020]], "lowdin_charge": [-0.09, -0.24, -0.17, -0.19, -0.14, -0.21, -0.18, -0.14, -0.19, -0.02, -0.15, -0.15, -0.04, -0.07, -0.07, -0.01, -0.29, 0.02, 0.64, -0.23, -0.22, -0.14, 0.07, 0.06, 0.06, 0.10, 0.09, 0.12, 0.09, 0.11, 0.12, 0.12, 0.14, 0.11, 0.11, 0.12, 0.08, 0.07, 0.09, 0.11, 0.10, 0.10, 0.09, 0.12, 0.12, -0.02, -0.33, -0.09, 0.07, -0.57, 0.17, 0.07, 0.09, 0.09, 0.09, 0.16, 0.14, 0.14, -0.02, -0.32, -0.08, 0.04, -0.56, 0.17, 0.08, 0.09, 0.09, 0.09, 0.16, 0.11, 0.15], "lumo_ev": 0.43, "spin_multiplicity": 1, "homo_lumo_gap_ev": 8.945, "smiles": "CCCCON(CCCNCc1ccccc1O)S(=O)(=O)F.C[C@@H]1COC(=O)O1.C[C@@H]1COC(=O)O1"}

***

No. 2
{"formula": "C42H60ClN2O5SSeV", "method": "ωB97M-V/def2-TZVPD", "elements": ["V", "C", "C", "C", "C", "C", "C", "C", "Se", "C", "C", "C", "C", "C", "C", "O", "C", "C", "C", "C", "C", "C", "C", "C", "C", "O", "C", "C", "C", "C", "C", "C", "H", "H", "H", "H", "H", "H", "H", "H", "H", "H", "H", "H", "H", "H", "H", "H", "H", "H", "H", "H", "H", "H", "H", "H", "H", "H", "H", "H", "H", "H", "H", "H", "H", "H", "H", "H", "H", "H", "H", "H", "C", "N", "C", "C", "S", "N", "C", "C", "H", "H", "H", "H", "H", "H", "H", "H", "H", "H", "H", "H", "C", "C", "C", "C", "Cl", "C", "C", "C", "O", "C", "C", "O", "O", "H", "H", "H", "H", "H", "H", "H", "H"], "coordinates": [[0.043, -0.192, 0.154], [-2.009, -2.659, -7.212], [-2.392, -2.989, -5.765], [-3.897, -2.716, -5.610], [-2.128, -4.485, -5.547], [-1.619, -2.182, -4.728], [-1.845, -2.375, -3.372], [-1.164, -1.615, -2.444], [-1.574, -1.790, -0.562], [-3.037, -0.514, -0.552], [-4.312, -0.878, -0.921], [-5.314, 0.082, -0.990], [-4.966, 1.380, -0.620], [-3.699, 1.779, -0.218], [-2.645, 0.815, -0.229], [-1.412, 1.050, 0.023], [-3.542, 3.235, 0.234], [-3.905, 4.193, -0.913], [-4.494, 3.469, 1.421], [-2.134, 3.593, 0.710], [-6.699, -0.301, -1.491], [-7.693, 0.864, -1.445], [-6.580, -0.760, -2.951], [-7.274, -1.432, -0.629], [-0.202, -0.611, -2.751], [0.374, 0.030, -1.799], [0.033, -0.439, -4.153], [-0.678, -1.213, -5.059], [1.031, 0.555, -4.749], [0.294, 1.551, -5.662], [1.774, 1.365, -3.690], [2.085, -0.217, -5.560], [-2.592, -3.280, -7.892], [-0.956, -2.857, -7.393], [-2.220, -1.619, -7.444], [-4.474, -3.292, -6.335], [-4.102, -1.659, -5.767], [-4.237, -2.983, -4.613], [-2.694, -5.075, -6.269], [-2.419, -4.790, -4.546], [-1.068, -4.699, -5.667], [-2.554, -3.109, -3.012], [-4.500, -1.911, -1.179], [-5.734, 2.135, -0.634], [-4.926, 4.050, -1.259], [-3.234, 4.036, -1.754], [-3.801, 5.227, -0.581], [-5.535, 3.335, 1.139], [-4.374, 4.479, 1.809], [-4.270, 2.763, 2.217], [-1.406, 3.470, -0.089], [-1.836, 2.950, 1.534], [-2.110, 4.631, 1.052], [-7.352, 1.691, -2.065], [-7.825, 1.219, -0.426], [-8.661, 0.532, -1.820], [-6.200, 0.055, -3.562], [-7.546, -1.069, -3.347], [-5.890, -1.591, -3.046], [-7.365, -1.104, 0.403], [-6.641, -2.313, -0.647], [-8.261, -1.715, -0.990], [-0.486, -1.050, -6.106], [-0.465, 2.077, -5.088], [-0.198, 1.058, -6.497], [0.994, 2.284, -6.065], [1.073, 1.933, -3.085], [2.468, 2.052, -4.174], [2.333, 0.712, -3.027], [1.647, -0.756, -6.396], [2.585, -0.939, -4.919], [2.834, 0.470, -5.953], [2.865, 2.021, 5.163], [2.322, 2.318, 3.859], [3.287, 2.382, 2.792], [1.005, 2.099, 3.544], [0.491, 1.951, 1.976], [0.137, 2.111, 4.638], [-1.143, 1.459, 4.457], [0.001, 3.383, 5.325], [3.588, 1.201, 5.098], [2.069, 1.737, 5.845], [3.382, 2.898, 5.564], [4.108, 3.041, 3.083], [2.795, 2.781, 1.905], [3.690, 1.392, 2.545], [-0.999, 0.494, 3.976], [-1.837, 2.049, 3.848], [-1.585, 1.312, 5.444], [0.942, 3.925, 5.312], [-0.293, 3.197, 6.360], [-0.767, 4.010, 4.854], [3.209, -5.399, 4.656], [1.762, -5.074, 4.446], [0.785, -5.921, 4.942], [-0.555, -5.619, 4.775], [-1.750, -6.706, 5.399], [-0.945, -4.466, 4.124], [0.023, -3.606, 3.633], [1.374, -3.900, 3.777], [2.382, -3.116, 3.305], [2.150, -1.725, 3.147], [1.302, -1.279, 1.919], [1.833, -1.182, 0.802], [0.106, -0.983, 2.127], [3.306, -6.355, 5.168], [3.686, -4.625, 5.258], [3.733, -5.444, 3.703], [1.072, -6.817, 5.470], [-1.986, -4.226, 3.990], [-0.287, -2.707, 3.126], [3.156, -1.308, 3.035], [1.674, -1.321, 4.055]], "forces_ev_per_a": [[1.450, 0.303, 0.161], [-0.048, -0.029, 0.309], [-0.129, -0.155, -0.059], [0.179, -0.048, -0.051], [-0.055, 0.162, -0.061], [0.008, 0.057, -0.180], [0.153, 0.143, 0.167], [-0.019, -0.014, 0.283], [-1.422, -1.128, -0.862], [0.250, 0.017, 0.118], [0.197, 0.097, 0.036], [-0.058, 0.178, 0.036], [-0.059, -0.331, -0.040], [0.402, -0.039, 0.024], [-0.996, -0.406, -0.260], [-0.608, 1.327, 0.216], [0.002, 0.196, 0.009], [0.010, -0.133, 0.156], [0.093, 0.034, -0.151], [-0.170, -0.080, -0.048], [-0.122, -0.013, -0.041], [0.210, -0.187, 0.008], [-0.066, 0.048, 0.167], [0.023, 0.141, -0.124], [-0.455, -0.668, -0.544], [0.598, 0.449, -0.457], [0.106, 0.167, 0.312], [-0.201, -0.184, 0.061], [0.115, 0.088, -0.035], [0.104, -0.152, 0.129], [-0.020, -0.005, -0.019], [-0.124, 0.125, 0.079], [-0.042, -0.048, -0.039], [0.188, 0.012, -0.070], [0.018, 0.194, -0.077], [-0.041, -0.068, -0.054], [-0.056, 0.135, 0.019], [-0.089, -0.012, 0.146], [-0.041, -0.120, -0.043], [-0.052, -0.080, 0.127], [0.118, -0.059, -0.024], [-0.093, -0.063, -0.006], [-0.060, -0.117, -0.037], [-0.134, 0.110, -0.016], [-0.108, -0.019, -0.055], [0.067, -0.020, -0.116], [0.002, 0.120, 0.037], [-0.149, -0.017, -0.022], [0.014, 0.162, 0.053], [0.027, -0.076, 0.125], [0.075, -0.014, 0.063], [0.052, 0.072, -0.061], [-0.098, 0.084, -0.008], [-0.011, 0.132, -0.059], [-0.043, 0.105, 0.116], [-0.068, -0.009, -0.031], [0.063, 0.091, -0.114], [-0.175, -0.052, -0.056], [0.131, -0.167, -0.029], [-0.009, 0.024, 0.147], [0.119, -0.154, -0.010], [-0.180, -0.088, -0.054], [0.083, 0.075, -0.211], [-0.097, 0.095, 0.043], [-0.051, -0.064, -0.091], [0.081, 0.069, -0.047], [0.040, 0.079, 0.112], [0.082, 0.098, -0.149], [0.044, 0.026, 0.110], [-0.070, -0.074, -0.117], [0.082, -0.095, 0.069], [0.116, 0.108, -0.081], [0.079, 0.140, 0.275], [-0.592, -0.349, -0.047], [0.194, 0.230, -0.257], [0.570, 0.293, -0.193], [-0.225, 0.238, 0.409], [0.182, -0.070, -0.358], [-0.236, -0.226, -0.088], [0.122, 0.024, 0.223], [-0.020, 0.005, -0.036], [0.037, -0.015, -0.026], [0.029, -0.051, 0.054], [0.044, -0.044, 0.085], [0.209, -0.053, 0.079], [-0.057, 0.048, 0.003], [-0.030, 0.016, -0.029], [0.040, 0.027, -0.038], [-0.002, -0.022, 0.018], [0.055, 0.041, 0.053], [0.005, 0.097, 0.031], [0.011, -0.029, -0.065], [-0.043, 0.103, -0.060], [0.034, 0.141, -0.057], [-0.068, 0.144, -0.112], [0.026, 0.208, -0.117], [-0.265, -0.235, 0.143], [0.159, -0.174, 0.137], [0.148, 0.163, -0.087], [-0.228, -0.342, 0.267], [0.013, -0.194, -0.080], [-0.045, 0.425, -0.091], [0.804, -0.884, 1.425], [0.646, -0.034, -0.570], [-0.680, 0.202, 0.503], [0.072, -0.018, -0.007], [0.101, 0.014, -0.015], [0.116, -0.009, -0.019], [0.020, -0.107, 0.034], [-0.161, -0.028, 0.015], [-0.004, 0.044, -0.011], [-0.199, 0.056, -0.025], [0.055, -0.106, -0.198]], "lowdin_spin": [2.69, 0.00, 0.00, 0.00, 0.00, 0.01, 0.00, 0.02, 0.03, 0.03, 0.00, 0.01, 0.00, 0.00, 0.01, 0.04, 0.00, 0.00, 0.00, 0.00, 0.00, 0.00, 0.00, 0.00, 0.01, 0.04, 0.00, 0.00, 0.00, 0.00, 0.00, 0.00, 0.00, 0.00, 0.00, 0.00, 0.00, 0.00, 0.00, 0.00, 0.00, 0.00, 0.00, 0.00, 0.00, 0.00, 0.00, 0.00, 0.00, 0.00, 0.00, 0.00, 0.00, 0.00, 0.00, 0.00, 0.00, 0.00, 0.00, 0.00, 0.00, 0.00, 0.00, 0.00, 0.00, 0.00, 0.00, 0.00, 0.00, 0.00, 0.00, 0.00, 0.00, 0.01, 0.00, 0.01, 0.00, 0.00, 0.00, 0.00, 0.00, 0.00, 0.00, 0.00, 0.00, 0.00, 0.00, 0.00, 0.00, 0.00, 0.00, 0.00, 0.00, 0.00, 0.00, 0.00, 0.00, 0.00, 0.00, 0.00, 0.00, 0.00, 0.03, 0.02, 0.02, 0.00, 0.00, 0.00, 0.00, 0.00, 0.00, 0.00, 0.00], "lumo_ev": [2.23, 2.23], "spin_multiplicity": 4, "homo_lumo_gap_ev": [5.306, 6.450], "charge": -1, "de_lowest_ev": 1.430}